This record from the Open Molecules 2025 dataset describes C4H8N2O in the gas phase. The level of theory is the ωB97M-V functional and the def2-TZVPD basis.

Properties
- orbital gap (eV) = 9.37

```
! wB97M-V def2-TZVPD RIJCOSX def2/J DEFGRID3
* xyz 0 1
N 0.125 -1.802 0.334
H -1.730 -1.929 -0.458
H 1.456 1.233 -1.444
H -1.732 0.706 -0.358
C 1.134 1.508 -0.435
O 0.037 0.813 1.535
C 1.112 -0.956 0.388
H -0.576 0.156 1.897
H 0.185 -2.783 0.579
N -1.230 -1.292 0.157
H -0.739 -0.161 -1.584
C 0.357 0.388 0.215
C -0.932 -0.020 -0.510
H 2.018 1.730 0.168
H 0.514 2.409 -0.486
*
```